The following is a DFT calculation (wB97M-V/def2-TZVPD) of a 11-piece molecular cluster, C53H118N6O8 overall.

The calculation puts the energy at -3018.70335 Eh. The total charge is +4.

Geometry (Å):
C  31.63703  11.09304  16.99849
O  30.85490  10.14818  17.73308
C  31.82092  9.36495  18.42874
C  31.06398  8.36879  19.27597
N  30.37574  7.41810  18.44899
H  28.76645  10.28058  18.11929
H  30.44073  7.39943  17.41305
C  29.42929  6.55829  18.96467
C  28.03995  6.53495  18.16459
O  28.36245  6.52539  16.84424
C  28.96500  5.30274  16.37413
H  31.07168  11.76557  16.37435
H  32.29285  10.57252  16.32713
H  32.22652  11.71210  17.70647
H  32.45522  10.07185  18.97153
H  32.39163  8.77081  17.68734
H  30.32829  8.91125  19.90148
H  31.70657  7.74845  19.90165
H  29.34120  6.63467  20.04692
H  29.69548  5.48913  18.75462
H  27.53094  7.47286  18.33535
H  27.49757  5.63992  18.48504
H  30.05779  5.18821  16.54271
H  28.83814  5.12264  15.28392
H  28.35546  4.48571  16.86907
C  26.21634  8.85208  8.74535
C  25.91533  7.81642  9.82359
C  26.33029  8.38189  11.22679
C  25.82146  7.39489  12.31928
N  26.10317  7.75485  13.77691
C  25.93016  6.54156  14.66457
C  24.67959  6.77344  15.60479
C  23.94315  7.97993  14.91304
C  25.08780  8.78775  14.24775
C  27.45677  8.37131  13.87686
H  26.01579  8.51510  7.72044
H  27.25105  9.15081  8.73847
H  25.55310  9.66879  8.80125
H  26.44677  6.81397  9.70787
H  24.82073  7.61416  9.93207
H  25.93142  9.44865  11.34271
H  27.40086  8.42735  11.32727
H  26.11108  6.37054  12.14109
H  24.77395  7.37775  12.17814
H  26.84353  6.49425  15.28436
H  25.67878  5.68463  14.03541
H  25.01028  7.09792  16.63960
H  24.00387  5.88632  15.65379
H  23.51560  8.63120  15.70509
H  23.25144  7.72456  14.11878
H  25.58137  9.45075  14.94708
H  24.77597  9.42971  13.44782
H  28.13562  7.75807  13.32652
H  27.75320  8.40155  14.92641
H  27.31789  9.37323  13.47041
C  10.38514  7.25081  20.49911
C  10.98718  7.80317  21.69613
C  10.94256  9.21858  21.77931
C  12.10851  9.68859  22.37467
N  12.75209  10.94803  22.33165
C  14.02308  11.22891  23.41074
C  13.98493  12.63193  23.70872
C  12.47246  12.92427  23.86227
C  11.85821  12.18313  22.70440
C  13.30791  11.20218  20.82958
H  9.67497  7.81331  19.87066
H  9.76143  6.62940  21.31069
H  10.61754  6.34869  20.00476
H  13.44445  4.60358  23.04185
H  11.43263  7.11756  22.50033
H  6.70376  8.77925  23.15297
H  10.13260  9.84293  21.19861
H  12.87978  8.86932  22.49280
H  11.60687  9.25769  24.33031
H  14.88689  10.82198  22.86020
H  13.81792  10.60832  24.24003
H  14.59348  13.28427  23.07384
H  14.50664  12.95129  24.74193
H  12.25811  14.06053  23.94109
H  11.98579  12.51292  24.76329
H  11.79350  12.76954  21.70649
H  10.84060  11.94524  22.99852
H  14.19311  10.54223  20.54723
H  13.60489  12.20674  20.90185
H  12.52976  11.08914  20.08820
C  27.01160  16.49061  7.74321
C  27.30475  17.61078  8.76326
C  27.56039  17.03901  10.17609
C  27.88542  18.21957  11.08046
N  28.16499  17.93801  12.54760
C  27.03662  17.20171  13.27720
C  27.38278  17.39346  14.75091
C  27.90343  18.85416  14.76426
C  28.22938  19.24071  13.34710
C  29.39889  17.20205  12.67377
H  27.87439  16.01610  7.66651
H  26.56243  16.83064  6.88119
H  26.25991  15.79164  8.06584
H  26.48064  18.19388  8.79432
H  28.14543  18.24893  8.51263
H  28.38635  16.37571  10.04051
H  26.63356  16.49023  10.39604
H  27.04774  18.94992  11.06217
H  28.81263  18.60585  10.77387
H  27.05528  16.15980  12.98946
H  26.11326  17.76466  13.01828
H  28.01906  16.65551  15.15964
H  26.53228  17.24094  15.36736
H  28.78238  18.85412  15.27610
H  27.30203  19.58326  15.22156
H  29.25636  19.57899  13.30466
H  27.63291  20.04140  12.93641
H  30.25113  17.72268  12.29089
H  29.34569  16.27881  12.09622
H  29.66265  17.08942  13.74269
C  27.71137  10.22558  26.15899
C  26.41464  10.92648  25.71601
C  25.46161  10.14804  24.69425
C  25.12538  8.78696  25.25104
N  24.08769  8.06707  24.55713
C  23.76955  6.73774  25.09607
C  23.30279  5.86604  23.88390
C  23.42789  6.77167  22.62371
C  24.44302  7.77022  23.15970
C  22.71866  8.89162  24.60961
H  27.46245  9.47055  26.87206
H  28.43139  10.94061  26.65625
H  28.30835  9.67083  25.36206
H  26.55358  11.96238  25.35365
H  25.80228  11.04681  26.69687
H  25.91724  10.12055  23.71224
H  24.58759  10.75475  24.66516
H  24.74825  8.96146  26.22034
H  25.98890  8.11846  25.30573
H  22.98085  6.83608  25.86611
H  24.64706  6.39785  25.53928
H  22.26001  5.51687  24.05174
H  23.92516  4.97115  23.77291
H  22.46844  7.24157  22.36079
H  23.87545  6.25607  21.77068
H  24.52710  8.68454  22.61232
H  25.47827  7.40552  23.19560
H  21.93104  8.16254  24.58494
H  22.81795  9.66607  23.87647
H  22.63799  9.24252  25.65804
C  22.41142  12.98587  24.52865
C  23.62187  13.93085  24.40649
C  24.28510  13.96207  23.08043
C  25.50913  14.76204  23.09301
N  26.44756  14.17198  22.12928
C  27.02899  12.78150  22.58400
C  28.37546  12.76810  21.76608
C  28.75168  14.22810  21.49008
C  27.68666  15.01540  22.17524
C  25.93068  14.09758  20.71272
H  22.57430  11.94476  24.35526
H  21.56435  13.24916  23.85527
H  22.04756  13.19291  25.56981
H  24.43106  13.68215  25.13782
H  23.19667  14.90640  24.65566
H  23.62764  14.25827  22.32498
H  24.47507  12.95438  22.75496
H  26.12165  14.71176  24.00305
H  25.35755  15.80426  22.87953
H  26.32656  11.93964  22.32921
H  27.19769  12.90111  23.62720
H  28.19868  12.28288  20.75647
H  29.13945  12.28218  22.36245
H  28.72924  14.46287  20.45412
H  29.67578  14.56436  21.79091
H  27.37124  15.88678  21.62176
H  27.98321  15.27727  23.20695
H  26.13392  15.02709  20.25115
H  24.90693  13.99195  20.81423
H  26.34680  13.25628  20.13392
O  25.71894  9.69474  18.43194
C  26.86012  9.58001  17.87613
O  28.01051  10.07266  18.62823
O  27.23929  9.17203  16.74404
H  25.52313  10.29499  19.85992
O  23.55227  11.19935  19.97126
C  24.15464  10.73105  21.05615
O  25.37782  10.42171  20.79986
O  23.61178  10.71360  22.13500
H  22.59516  11.29170  20.25638

Forces on the atoms, in the same order (eV/Å):
-0.1 0.4 0.7
0.6 0.9 -0.7
-0.7 -0.9 -0.1
-0.5 -0.2 0.1
0.6 0.8 -2.4
1.3 -0.4 -1.6
0.1 0.6 1.5
-1.9 -2.9 -0.4
1.7 1.0 2.6
0.7 -0.8 -3.2
-1.0 -1.2 0.4
-0.8 0.1 0.1
0.6 -0.3 -0.3
-0.1 -0.3 -0.4
0.2 -0.5 0.3
0.2 0.5 0.3
0.3 -0.1 0.0
0.5 0.7 0.5
-0.3 0.2 0.0
0.4 0.4 0.7
-0.5 -0.2 0.1
-0.3 0.1 0.0
-0.7 0.2 0.4
-0.2 0.8 0.5
1.1 0.4 -0.4
0.0 -1.6 -1.0
0.1 -0.5 1.4
-0.5 0.0 0.3
0.1 1.1 -0.4
-0.7 0.5 -0.7
-0.8 0.0 1.3
0.1 1.0 -0.4
1.4 0.8 0.7
-0.3 -0.6 1.0
-0.4 0.0 0.7
0.1 -0.5 0.3
0.4 0.3 0.3
-0.6 1.3 0.6
-0.7 1.3 -0.2
0.7 0.0 -0.6
0.3 -1.5 0.1
0.5 0.2 -0.4
0.8 -0.1 0.0
-1.4 -0.1 0.4
-0.4 -0.5 -0.5
0.7 0.1 0.1
-0.4 -0.5 -1.3
0.8 0.6 0.1
-0.2 -0.5 -0.8
-0.5 -0.4 0.3
0.3 -0.3 0.5
-0.2 -0.1 -0.8
0.6 -0.2 -0.5
-0.2 0.2 -0.1
0.6 -0.1 0.0
-3.6 -1.9 2.8
0.6 2.3 -1.4
-1.2 -0.8 -1.6
1.4 -2.8 4.5
0.8 3.1 -0.3
0.1 -2.8 -2.7
0.8 3.1 3.5
0.3 1.8 0.1
-0.9 1.1 -2.8
0.6 -1.6 1.4
0.7 0.3 0.6
-0.7 0.5 -1.7
1.6 -0.8 -0.5
-0.1 0.2 0.0
-0.2 1.3 -1.4
0.1 -0.1 0.0
2.0 -1.3 1.1
-0.8 1.4 -0.1
0.9 0.9 -1.6
-0.3 0.3 0.3
-0.6 -0.8 0.8
-0.8 -0.1 -0.7
-1.1 -1.4 -1.9
0.2 -1.9 -0.7
0.9 0.0 0.0
0.0 -0.7 1.9
0.0 -0.9 -0.4
-1.3 0.6 0.9
0.6 1.3 -0.3
-0.4 -0.1 0.2
-2.2 1.8 2.8
1.3 -1.9 0.1
-1.0 0.5 -0.8
-1.6 -0.7 0.7
-1.9 0.8 0.1
0.4 0.4 0.1
-1.1 1.4 -0.9
-0.8 -1.3 -0.8
1.1 -0.3 -0.3
1.3 -0.9 1.0
3.7 -2.5 -1.3
-0.1 1.1 -2.3
-0.3 -0.4 0.9
-2.7 2.3 0.3
0.2 -0.1 -0.6
0.6 -0.7 0.4
0.4 0.1 0.6
0.7 -0.3 -0.1
0.9 1.1 -0.8
-0.4 -0.1 -0.4
0.5 -0.7 0.0
1.4 -0.6 0.0
-1.2 0.3 0.3
2.5 0.1 1.7
-1.2 0.6 0.6
0.2 0.2 -0.3
-0.5 -0.3 -0.4
0.2 0.8 -0.6
-0.2 -0.2 0.5
-0.4 -0.5 -0.6
1.4 0.4 -1.0
-1.4 -0.4 1.1
1.8 0.7 1.2
1.2 0.3 0.1
-3.3 0.9 -1.1
-1.8 -0.6 -0.1
-0.8 -0.3 0.2
0.6 -0.1 1.1
0.7 0.5 -1.1
2.0 -1.0 1.7
-0.1 -0.5 0.7
-0.9 -0.7 -0.5
-0.9 0.9 0.6
0.1 -0.6 0.1
0.8 0.0 -1.6
0.1 -0.1 -0.2
-0.8 0.4 -0.4
-0.2 -0.1 1.5
0.0 0.2 0.0
0.6 -0.1 -0.3
1.5 -1.0 0.8
0.7 0.2 -0.2
-0.1 0.3 0.2
0.5 -0.1 -0.1
-0.4 0.0 0.1
-0.2 0.6 -0.3
-0.3 -0.5 0.0
-0.4 -0.1 -1.0
-0.5 0.2 -0.4
0.4 0.3 -0.6
-0.8 1.4 1.0
-0.6 -0.5 0.9
-0.6 -1.0 0.6
1.1 -0.4 0.1
2.0 -0.9 -0.2
-0.1 0.6 -2.4
-0.9 -0.6 -0.7
-1.8 -0.4 -0.3
-0.3 0.7 -0.2
1.4 -0.7 0.7
0.5 -0.7 0.1
0.7 0.2 0.3
0.0 -0.7 -0.9
-0.9 0.1 -0.1
0.5 0.2 0.1
-1.3 1.1 -1.1
0.5 -0.7 0.3
-0.8 0.0 0.3
-0.1 0.5 -0.3
0.8 1.0 0.3
0.1 -0.1 0.8
0.5 0.0 1.5
0.0 -0.4 -0.3
-0.1 -0.1 -1.1
2.2 0.3 1.0
0.4 0.7 0.2
-0.6 -0.2 -0.4
0.3 0.9 -0.6
-2.0 -0.4 -0.2
0.0 0.4 0.5
1.9 -0.4 -0.8
2.3 1.0 -1.2
-3.8 -0.2 2.1
-2.1 0.5 1.5
0.8 -0.8 -3.0
-2.6 0.3 0.0
0.1 0.7 -0.6
0.4 0.0 3.3
-0.2 -0.3 0.8
1.4 0.1 -0.7